This record from OMol25 describes an isolated ion of composition C21H27BrN3O3P2S and charge -1. The level of theory is ωB97M-V with the def2-TZVPD basis set.

Summary:
energy = -132281.706 eV
net charge = -1
orbital gap = 7.56 eV
energy relative to the best compared isomer or geometry (same formula, charge and spin) = 314.4 kJ/mol

Positions of all 58 atoms, in Å:
1 C 0.4032 2.4189 3.1720
2 C 0.3404 0.8343 3.0860
3 C -0.4788 0.3243 1.7843
4 N 0.0686 -0.9518 1.4198
5 P -0.3805 -1.8074 -0.0890
6 C 0.1743 -0.3903 -1.2471
7 C 1.4070 -0.7634 -2.1892
8 N 2.1137 0.2250 -2.6246
9 C -2.2307 -1.2694 0.0184
10 C -2.8106 -0.0399 -0.6695
11 C -3.4640 -0.2238 -2.0041
12 C -4.0878 0.8588 -2.7643
13 C -4.1414 2.2363 -2.2561
14 C -3.5530 2.4561 -0.9291
15 C -3.6519 3.9110 -0.3272
16 C -2.9209 1.3571 -0.1886
17 N -0.6508 -2.9933 -1.4497
18 C -1.1209 -2.6637 -2.5010
19 S -1.1919 -2.1290 -4.0651
20 O 1.2897 -2.4058 -0.1291
21 C 2.1666 -1.9821 0.8018
22 O 2.4476 -2.5157 1.8704
23 C 3.2312 -0.8511 0.4655
24 C 3.0195 0.5767 0.5803
25 C 4.1353 1.4624 0.1561
26 C 5.3961 0.9168 -0.3752
27 C 5.6294 -0.5539 -0.4661
28 C 4.5162 -1.4008 -0.0435
29 P -1.0377 -3.5239 1.2593
30 O 0.3001 -4.4689 1.6725
31 Br -2.2585 -5.0553 0.0497
32 H -0.6614 2.7783 3.1949
33 H 0.9956 2.8298 2.3169
34 H 0.8920 2.6674 4.1620
35 H -0.2330 0.4901 3.9936
36 H 1.3568 0.3550 3.1441
37 H -1.5497 0.3530 2.1768
38 H -0.4229 1.1899 1.0739
39 H -0.1545 -1.5776 2.2117
40 H -0.5631 -0.0156 -1.9889
41 H 0.5918 0.4982 -0.7044
42 H 1.6347 -1.7982 -2.5384
43 H 2.8403 -0.1606 -3.2382
44 H -2.5991 -1.2975 1.0940
45 H -2.8169 -2.1556 -0.3935
46 H -3.5297 -1.2317 -2.4967
47 H -4.5466 0.6442 -3.7675
48 H -4.6228 3.0372 -2.8640
49 H -4.5896 4.3913 -0.7282
50 H -2.7551 4.5218 -0.6234
51 H -3.7668 3.8330 0.7924
52 H -2.5397 1.6140 0.8231
53 H 2.0512 0.9848 0.9373
54 H 4.0595 2.5731 0.1720
55 H 6.2355 1.5630 -0.7309
56 H 6.5812 -0.9848 -0.8457
57 H 4.6655 -2.5058 -0.1251
58 H 0.6106 -4.2124 2.5622

---

This record from OMol25 describes C23H27Cl3HfO4PS as an isolated structure. The level of theory is ωB97M-V with the def2-TZVPD basis set.

Summary:
energy = -91473.853 eV
net charge = +1
orbital gap = 7.62 eV
energy relative to the best compared isomer or geometry (same formula, charge and spin) = 114.1 kJ/mol

Positions of all 60 atoms, in Å:
1 Hf 0.4733 1.4806 0.9599
2 O 0.9973 1.8403 3.0539
3 C 1.0500 0.5289 3.1067
4 O 0.1231 -0.0220 2.4296
5 C 2.3006 -0.1528 3.4627
6 C 2.5067 -0.7301 4.7047
7 C 3.6726 -1.4512 4.8899
8 C 4.6350 -1.4758 3.8368
9 C 4.4564 -0.7927 2.6548
10 C 3.2187 -0.1824 2.4360
11 S 2.8450 0.5342 0.8001
12 H 1.8222 -0.5630 5.4834
13 H 3.9225 -1.8427 5.7913
14 H 5.4790 -2.1342 4.0638
15 H 5.1855 -0.8981 1.7698
16 C -2.7937 0.8670 0.5485
17 C -2.4342 0.7955 -0.9712
18 C -2.1537 2.2040 -1.5186
19 C -3.6880 0.2448 -1.6881
20 P -0.8209 -0.1529 -0.8420
21 C -1.0692 -1.7348 -0.1472
22 C -2.0006 -2.6567 -0.7102
23 C -1.9200 -3.9764 -0.4369
24 C -0.7968 -4.4395 0.2132
25 C 0.1638 -3.5636 0.6926
26 C 0.0115 -2.1920 0.5714
27 C -0.0038 -0.4308 -2.5180
28 C -0.9210 -0.7467 -3.6793
29 C 0.8140 0.8619 -2.8953
30 C 1.0245 -1.5923 -2.3119
31 H -3.7054 1.5055 0.6193
32 H -2.0385 1.2704 1.2651
33 H -3.1120 -0.1143 0.9412
34 H -2.8472 2.9277 -1.1050
35 H -2.1584 2.3000 -2.6914
36 H -1.1590 2.6040 -1.2871
37 H -4.5411 0.8695 -1.4100
38 H -3.9947 -0.6572 -1.1874
39 H -3.5957 0.1784 -2.7725
40 H -2.6611 -2.2201 -1.4914
41 H -2.5935 -4.7233 -0.8865
42 H -0.7803 -5.5203 0.3776
43 H 1.0721 -3.8194 1.2023
44 H 0.8273 -1.5738 0.9768
45 H -1.6076 0.0612 -3.9491
46 H -1.4879 -1.6586 -3.5074
47 H -0.2650 -0.8597 -4.5803
48 H 0.1435 1.6975 -3.0176
49 H 1.4198 0.6036 -3.8245
50 H 1.5792 0.9699 -2.0487
51 H 0.5629 -2.5234 -2.0875
52 H 1.7647 -1.3518 -1.5847
53 H 1.6655 -1.6468 -3.2331
54 Cl -0.4259 5.6706 -1.5592
55 C 0.1262 5.4073 0.1333
56 Cl 1.6740 6.2841 0.3114
57 Cl -0.9120 6.1273 1.3762
58 C 0.2917 3.9303 0.3130
59 O 1.1773 3.1710 -0.1662
60 O -0.5184 3.4637 1.1227

---

This record from OMol25 describes C2H6N4O2 in the gas phase. The level of theory is ωB97M-V with the def2-TZVPD basis set.

Summary:
energy = -12221.922 eV
SMILES = [H]/N=C/NO/C(=N/[H])NO
orbital gap = 9.98 eV
energy relative to the best compared isomer or geometry (same formula, charge and spin) = 456.4 kJ/mol

Positions of all 14 atoms, in Å:
1 H 3.5158 -1.3786 0.6800
2 N 2.6400 -1.7720 1.1087
3 C 1.7751 -0.9173 0.5819
4 N 0.5038 -0.8816 0.9310
5 O -0.2436 0.2773 0.5465
6 C -0.6706 0.2158 -0.7718
7 N -0.2249 -0.5164 -1.6668
8 H -0.6326 -0.2857 -2.5544
9 N -1.5067 1.3310 -0.8754
10 O -1.9874 1.8958 0.2872
11 H 1.9391 -0.3606 -0.3866
12 H 0.0561 -1.7712 0.9380
13 H -2.3445 1.2722 -1.4312
14 H -1.1979 2.2216 0.7424

---

This record from OMol25 describes a 11-piece molecular cluster, C38H78N2O13 overall. The level of theory is ωB97M-V with the def2-TZVPD basis set.

Summary:
energy = -70257.704 eV
SMILES = C[N+](=O)[O-].C[N+](=O)[O-].C1CCOC1.C1CCOC1.C1CCOC1.C1CCOC1.C1CCOC1.C1CCOC1.C1CCOC1.C1CCOC1.C1CCOC1
orbital gap = 9.49 eV

Positions of all 131 atoms, in Å:
1 C -4.1355 4.3108 0.8236
2 N -3.2488 4.6800 -0.3397
3 O -3.7484 5.3316 -1.2948
4 O -2.0781 4.3517 -0.2485
5 H -4.2238 3.2297 0.8587
6 H -5.1412 4.6528 0.5369
7 H -3.5903 4.6667 1.6909
8 C 3.9121 -0.9792 2.2599
9 N 5.0903 -1.3044 1.4858
10 O 4.9489 -1.0537 0.2656
11 O 6.0673 -1.7453 2.0075
12 H 3.9819 -1.2138 3.3166
13 H 3.0973 -1.5468 1.8183
14 H 3.7442 0.0741 2.0389
15 C -0.8412 4.8060 4.0515
16 C -0.8673 3.4160 3.5129
17 C -0.0492 2.7183 4.5299
18 O -0.3750 3.2945 5.7785
19 C -0.5527 4.6960 5.5769
20 H -1.7201 5.4301 3.8703
21 H 0.0141 5.3031 3.5656
22 H -0.4474 3.4718 2.5187
23 H -1.8953 3.0404 3.3691
24 H 1.0126 2.8750 4.2745
25 H -0.3022 1.6625 4.6439
26 H 0.3423 5.2957 5.8169
27 H -1.3404 4.9532 6.2740
28 C 2.4614 5.2126 0.3938
29 C 2.8514 5.1488 1.8414
30 C 3.7390 3.9293 1.9520
31 O 3.2881 3.0547 0.8978
32 C 3.0289 3.9101 -0.2108
33 H 2.9253 6.0028 -0.1816
34 H 1.3697 5.2723 0.3286
35 H 1.9323 5.2053 2.4388
36 H 3.4138 6.0133 2.1922
37 H 3.5934 3.4066 2.8735
38 H 4.8118 4.0973 1.7473
39 H 2.3352 3.4652 -0.9495
40 H 3.9978 4.0042 -0.7014
41 C 1.2945 -3.5105 -1.9777
42 C 2.7849 -3.4918 -2.3683
43 C 3.5540 -3.7592 -1.0696
44 O 2.6358 -3.3245 -0.0388
45 C 1.3304 -3.8103 -0.5140
46 H 0.7211 -4.3409 -2.4140
47 H 0.8600 -2.5462 -2.2660
48 H 3.1476 -2.5409 -2.8119
49 H 3.0164 -4.2786 -3.0398
50 H 4.4598 -3.1568 -0.9333
51 H 3.7536 -4.8353 -0.8833
52 H 0.6738 -3.3708 0.2384
53 H 1.2933 -4.8723 -0.2654
54 C 3.9345 0.2952 -4.1456
55 C 4.0173 -0.1282 -2.6779
56 C 3.9702 1.2597 -1.9448
57 O 4.3165 2.2074 -2.9213
58 C 3.6968 1.8125 -4.1232
59 H 3.1754 -0.1296 -4.7892
60 H 4.9048 0.0310 -4.5972
61 H 4.9407 -0.7082 -2.4801
62 H 3.1396 -0.7011 -2.3858
63 H 4.6875 1.3092 -1.1316
64 H 2.9997 1.4888 -1.5166
65 H 4.1939 2.1964 -5.0067
66 H 2.6164 2.0964 -4.1309
67 C -0.6703 -3.2936 4.6546
68 C 0.7984 -3.2874 4.3414
69 C 0.8145 -4.1723 3.1163
70 O -0.4024 -3.8783 2.3907
71 C -1.3069 -3.1255 3.2453
72 H -1.0270 -2.5236 5.3065
73 H -0.9746 -4.2350 5.1472
74 H 1.4632 -3.7007 5.1209
75 H 1.1234 -2.2652 4.1814
76 H 0.9055 -5.2195 3.4012
77 H 1.6328 -3.9934 2.4375
78 H -2.3080 -3.5306 3.2040
79 H -1.3456 -2.0463 2.9942
80 C -2.1977 -4.2994 -2.3514
81 C -2.0816 -4.9531 -0.9190
82 C -3.0862 -4.0853 -0.0973
83 O -4.1722 -3.9502 -0.9860
84 C -3.5745 -3.5859 -2.2683
85 H -2.1291 -5.0982 -3.1108
86 H -1.3998 -3.6219 -2.6584
87 H -1.0825 -4.9226 -0.5182
88 H -2.4649 -5.9509 -1.0108
89 H -2.6775 -3.1132 0.1486
90 H -3.4038 -4.5340 0.8393
91 H -3.3679 -2.5348 -2.2899
92 H -4.3065 -3.8517 -3.0242
93 C -0.8951 -0.6913 -3.7691
94 C 0.1326 0.3860 -3.8458
95 C 0.1341 0.7495 -5.3238
96 O -0.2195 -0.4052 -5.9617
97 C -0.6174 -1.4055 -5.0922
98 H -1.8916 -0.2235 -3.8571
99 H -0.8518 -1.3585 -2.9004
100 H 1.1039 -0.0167 -3.6102
101 H -0.0248 1.3081 -3.2429
102 H 1.1111 1.0227 -5.7002
103 H -0.4664 1.6067 -5.5851
104 H 0.1704 -2.1371 -4.8976
105 H -1.4398 -1.9585 -5.5205
106 C -6.8873 0.5627 -1.1339
107 C -5.4595 -0.0588 -1.2596
108 C -4.9597 0.0833 0.1642
109 O -5.5079 1.3469 0.5673
110 C -6.8619 1.2524 0.2386
111 H -7.6255 -0.2128 -1.3233
112 H -7.1288 1.2747 -1.9242
113 H -4.8459 0.5835 -1.8816
114 H -5.4274 -1.0881 -1.6226
115 H -3.8698 0.0848 0.3199
116 H -5.4041 -0.6959 0.7687
117 H -7.2377 2.3003 0.2722
118 H -7.4103 0.6496 0.9951
119 C 0.9239 -0.7882 0.8191
120 C 0.9512 0.7498 1.0274
121 C -0.4727 1.2036 0.6077
122 O -0.9035 0.2495 -0.3568
123 C -0.4303 -1.0123 0.1808
124 H 0.9644 -1.3616 1.7257
125 H 1.6722 -1.1198 0.0973
126 H 1.6858 1.1562 0.3249
127 H 1.2162 1.0610 2.0581
128 H -0.5717 2.2168 0.2568
129 H -1.1940 1.1085 1.4404
130 H -0.5160 -1.7037 -0.6872
131 H -1.2255 -1.2771 0.9064

---

Number 1: LUMO level 2.7 eV. Number 2: LUMO level -3.8 eV. Number 3: LUMO level 0.6 eV. Number 4: LUMO level 0.2 eV.